# 1
Formula: C4H10O2
Source: the Open Molecules 2025 dataset
Level of theory: ωB97M-V with the def2-TZVPD basis set

Results
Orbital gap (eV): 10.45
ΔE to the lowest compared entry with this formula, charge and spin (kcal per mole): 32.3
Electronic energy (eV): -8404.1466

Each atom is followed by the atoms it is bonded to, with distances in Å.
CARTESIAN COORDINATES (ANGSTROEM)
1 C -1.263 -1.001 -0.378  H8 1.111, H10 1.087, H13 1.097, C16 1.567
2 C 1.041 -0.319 -0.517  H6 1.103, O14 1.552, H15 1.091, C16 1.516
3 H -0.037 2.174 0.414  C4 1.095
4 C -0.772 1.425 0.103  H3 1.095, H7 1.098, H11 1.098, C16 1.541
5 O 0.176 -0.258 1.578  H9 1.066, C16 1.407
6 H 0.985 0.076 -1.545  C2 1.103
7 H -1.069 1.633 -0.933  C4 1.098
8 H -1.362 -0.922 -1.482  C1 1.111
9 H 1.199 0.015 1.453  O5 1.066
10 H -2.237 -0.754 0.035  C1 1.087
11 H -1.656 1.548 0.742  C4 1.098
12 H 2.878 -0.409 0.602  O14 0.980
13 H -1.033 -2.050 -0.152  C1 1.097
14 O 2.203 0.251 0.340  C2 1.552, H12 0.980
15 H 1.176 -1.401 -0.511  C2 1.091
16 C -0.228 -0.009 0.253  C1 1.567, C2 1.516, C4 1.541, O5 1.407

---

# 2
Formula: C4H10O2S
Source: the Open Molecules 2025 dataset
Level of theory: ωB97M-V with the def2-TZVPD basis set

Results
Orbital gap (eV): 9.96
ΔE to the lowest compared entry with this formula, charge and spin (kcal per mole): 24.2
Electronic energy (eV): -19239.9398

Each atom is followed by the atoms it is bonded to, with distances in Å.
CARTESIAN COORDINATES (ANGSTROEM)
1 H 3.313 1.059 -1.001  C17 1.109
2 O 1.986 1.405 -2.459  C17 1.198
3 H -1.510 1.238 0.897  C7 1.087
4 H -3.255 0.043 -0.654  S8 1.339
5 H 1.631 -0.314 0.074  C14 1.099
6 H -0.589 -0.220 1.245  C7 1.092
7 C -1.110 0.328 0.457  H3 1.087, H6 1.092, S8 1.822, C15 1.522
8 S -2.460 -0.809 0.007  H4 1.339, C7 1.822
9 H 1.498 1.367 0.538  C14 1.098
10 H -0.430 1.639 -1.098  C15 1.089
11 O -0.313 -2.697 1.966  H13 0.971, H16 0.961
12 H -0.325 -0.020 -1.546  C15 1.098
13 H -0.874 -3.129 1.302  O11 0.971
14 C 1.273 0.664 -0.276  H5 1.099, H9 1.098, C15 1.507, C17 1.506
15 C -0.174 0.659 -0.697  C7 1.522, H10 1.089, H12 1.098, C14 1.507
16 H -0.919 -2.283 2.586  O11 0.961
17 C 2.258 1.071 -1.340  H1 1.109, O2 1.198, C14 1.506

---

# 3
Formula: C4H10O2Si2
Source: the Open Molecules 2025 dataset
Level of theory: ωB97M-V with the def2-TZVPD basis set

Results
Orbital gap (eV): 9.72
ΔE to the lowest compared entry with this formula, charge and spin (kcal per mole): 0.0
Electronic energy (eV): -24160.4150

Each atom is followed by the atoms it is bonded to, with distances in Å.
CARTESIAN COORDINATES (ANGSTROEM)
1 H -3.522 -1.105 0.569  C8 1.004
2 H 0.835 -1.219 1.937  Si18 1.509
3 H -3.430 -1.031 -1.178  C8 1.203
4 C -1.850 0.079 -0.096  C8 1.470, C13 1.446, C15 1.285
5 H -1.166 2.011 -0.800  C13 1.113
6 H -1.215 1.980 1.013  C13 1.078
7 O 2.297 -0.363 -0.106  Si12 1.638, Si18 1.706
8 C -3.216 -0.463 -0.140  H1 1.004, H3 1.203, C4 1.470, H16 1.128
9 H 4.015 0.641 1.054  Si12 1.435
10 H 4.010 1.177 -1.351  Si12 1.463
11 H 2.409 2.093 0.088  Si12 1.422
12 Si 3.253 0.966 -0.118  O7 1.638, H9 1.435, H10 1.463, H11 1.422
13 C -1.270 1.386 0.114  C4 1.446, H5 1.113, H6 1.078, C15 1.555
14 O 0.839 -2.532 -0.441  H17 1.018, Si18 1.637
15 C -0.568 0.008 -0.050  C4 1.285, C13 1.555, Si18 1.913
16 H -4.046 0.300 -0.099  C8 1.128
17 H 1.748 -2.780 -0.826  O14 1.018
18 Si 0.879 -1.147 0.430  H2 1.509, O7 1.706, O14 1.637, C15 1.913

---

# 4
Formula: C4H10O3
Source: the Open Molecules 2025 dataset
Level of theory: ωB97M-V with the def2-TZVPD basis set

Results
Orbital gap (eV): 10.27
ΔE to the lowest compared entry with this formula, charge and spin (kcal per mole): 42.6
Electronic energy (eV): -10451.3967

Each atom is followed by the atoms it is bonded to, with distances in Å.
CARTESIAN COORDINATES (ANGSTROEM)
1 H -0.387 0.084 -2.660  C4 1.107
2 C -0.942 -0.914 0.874  C3 1.472, H11 1.107, H15 1.107, O16 1.408
3 C -1.669 0.260 0.367  C2 1.472, H6 1.107, O9 1.437, H17 1.107
4 C -0.236 0.087 -1.563  H1 1.107, O9 1.454, C10 1.554, H13 1.107
5 H 2.897 2.867 1.398  O12 0.984
6 H -2.726 0.359 0.682  C3 1.107
7 H 2.492 1.391 1.684  O12 0.984
8 H -0.147 -2.131 -1.346  C10 1.107
9 O -1.598 0.208 -1.067  C3 1.437, C4 1.454
10 C 0.393 -1.223 -1.014  C4 1.554, H8 1.107, H14 1.107, O16 1.406
11 H -0.800 -0.874 1.972  C2 1.107
12 O 3.274 1.968 1.531  H5 0.984, H7 0.984
13 H 0.345 0.994 -1.306  C4 1.107
14 H 1.457 -1.343 -1.293  C10 1.107
15 H -1.586 -1.787 0.651  C2 1.107
16 O 0.364 -1.115 0.388  C2 1.408, C10 1.406
17 H -1.132 1.168 0.703  C3 1.107

---

# 5
Formula: C4H10O3
Source: the Open Molecules 2025 dataset
Level of theory: ωB97M-V with the def2-TZVPD basis set

Results
Orbital gap (eV): 9.27
ΔE to the lowest compared entry with this formula, charge and spin (kcal per mole): 100.6
Electronic energy (eV): -10448.8804

Each atom is followed by the atoms it is bonded to, with distances in Å.
CARTESIAN COORDINATES (ANGSTROEM)
1 C -0.285 -0.234 1.201  H11 1.049, C12 1.478, C17 1.324
2 H 2.747 0.389 -0.748  O16 0.892
3 H -1.519 0.912 2.625  C12 1.100
4 C -2.741 0.042 1.039  H7 1.078, C12 1.384, H14 1.073
5 H 2.003 -0.468 0.315  O16 0.955
6 H -0.920 -1.931 0.273  C17 1.116
7 H -2.735 -0.229 -0.004  C4 1.078
8 H 1.704 2.724 -4.011  O15 0.942
9 H 1.364 2.035 -2.730  O15 0.970
10 H 0.797 -2.926 0.277  O13 0.882
11 H 0.322 0.487 0.741  C1 1.049
12 C -1.570 0.250 1.748  C1 1.478, H3 1.100, C4 1.384
13 O 1.117 -2.177 0.615  H10 0.882, C17 1.420
14 H -3.710 0.282 1.433  C4 1.073
15 O 1.254 1.961 -3.691  H8 0.942, H9 0.970
16 O 2.274 0.395 0.009  H2 0.892, H5 0.955
17 C -0.103 -1.513 0.909  C1 1.324, H6 1.116, O13 1.420

---

# 6
Formula: C4H10O3
Source: the Open Molecules 2025 dataset
Level of theory: ωB97M-V with the def2-TZVPD basis set

Results
Orbital gap (eV): 10.80
ΔE to the lowest compared entry with this formula, charge and spin (kcal per mole): 42.7
Electronic energy (eV): -10451.3911

Each atom is followed by the atoms it is bonded to, with distances in Å.
CARTESIAN COORDINATES (ANGSTROEM)
1 H 0.774 0.785 1.900  C3 1.094
2 H -0.434 0.996 -0.578  C17 1.098
3 C 1.125 1.049 0.897  H1 1.094, O9 1.199, C17 1.524
4 H 1.067 -0.005 -0.928  C17 1.101
5 H -0.336 -2.902 1.092  C8 1.092
6 O -0.981 2.250 -2.963  H11 0.960, H14 0.961
7 H 0.894 -2.399 0.020  C8 1.126
8 C 0.234 -2.005 0.843  H5 1.092, H7 1.126, C10 1.530, H12 1.101
9 O 2.000 1.814 0.605  C3 1.199
10 C -0.582 -0.819 0.324  C8 1.530, H13 1.092, O15 1.411, C17 1.539
11 H -0.110 1.889 -3.148  O6 0.960
12 H 0.751 -1.843 1.802  C8 1.101
13 H -0.952 -1.369 -0.544  C10 1.092
14 H -0.866 2.601 -2.076  O6 0.961
15 O -1.683 -0.403 1.103  C10 1.411, H16 0.967
16 H -1.228 0.046 1.828  O15 0.967
17 C 0.329 0.316 -0.176  H2 1.098, C3 1.524, H4 1.101, C10 1.539